[1]
{
  "formula": "C10H11NO3S",
  "method": "wB97M-V/def2-TZVPD",
  "species": ["C", "C", "C", "C", "C", "C", "C", "C", "C", "C", "N", "O", "O", "O", "S", "H", "H", "H", "H", "H", "H", "H", "H", "H", "H", "H"],
  "xyz": [[2.2190, -0.8463, -0.3947], [2.4492, 1.3259, 0.5629], [0.9786, -0.5350, -0.8608], [1.1587, 1.6145, 0.1848], [2.9983, 0.0933, 0.2878], [0.4053, 0.6505, -0.5512], [-3.1264, 0.0305, 0.9882], [-2.0916, -1.5974, -1.5903], [4.3548, -0.2267, 0.7077], [-4.0706, 0.4168, 0.0263], [-2.5214, -2.5754, -1.1415], [-3.4407, -0.5362, 2.0848], [-1.7953, 0.3681, 0.7679], [-1.5092, 2.3952, -0.8867], [-1.3668, 0.9609, -0.8371], [2.7462, -1.8068, -0.5733], [2.9589, 1.9188, 1.2267], [0.3102, -1.2901, -1.3248], [0.6979, 2.5322, 0.4310], [4.3338, -1.3337, 0.7543], [5.1299, 0.1686, 0.0487], [4.6197, 0.1169, 1.6978], [-3.5657, 0.2916, -0.9537], [-4.9452, -0.1332, 0.0329], [-4.1896, 1.4689, 0.0526], [-2.7381, -3.4718, -0.7403]],
  "forces_ev_per_angstrom": [[2.6, -0.5, 0.0], [-1.6, -1.1, -0.7], [-1.9, -2.1, -0.6], [-0.8, -1.2, -1.1], [-1.3, 0.1, -0.8], [0.0, 2.4, 1.5], [1.3, -2.4, 6.5], [-0.1, -0.7, -0.6], [0.8, -1.6, 0.5], [0.9, 0.8, -3.4], [-0.1, -0.8, 0.4], [1.6, 2.0, -4.2], [-0.7, 0.0, -0.4], [-0.1, 1.1, 0.5], [1.1, -0.5, 0.3], [-0.9, 0.5, -0.1], [1.2, 1.9, 1.2], [0.9, 0.4, 0.1], [-0.4, 0.9, 0.3], [0.9, 0.5, -0.1], [-0.1, -0.3, -0.2], [-0.2, 0.3, 0.4], [-0.7, -0.1, 0.1], [-1.8, -0.9, 0.3], [-0.6, 1.2, 0.3], [-0.1, 0.3, -0.1]],
  "nbo_charge": [-0.2064, -0.2065, -0.1999, -0.1549, 0.0138, -0.2902, 0.7901, 0.2606, -0.6344, -0.7514, -0.7124, -0.5776, -0.6917, -0.9223, 1.5297, 0.2108, 0.2073, 0.2294, 0.2324, 0.2151, 0.2303, 0.2223, 0.2341, 0.2488, 0.2657, 0.4572],
  "e_tot_ha": -1066.20745,
  "orbital_gap_ev": 9.66,
  "lumo_ev": 0.48,
  "homo_energy_ha": -0.3375
}

=====

[2]
{
  "formula": "C33H44AsBrCrN3OSSeSi3",
  "method": "wB97M-V/def2-TZVPD",
  "species": ["Cr", "C", "O", "Si", "C", "C", "C", "Si", "C", "C", "C", "Si", "C", "C", "C", "H", "H", "H", "H", "H", "H", "H", "H", "H", "H", "H", "H", "H", "H", "H", "H", "H", "H", "H", "H", "H", "H", "H", "H", "H", "H", "H", "S", "C", "C", "C", "C", "C", "C", "As", "C", "C", "C", "C", "C", "C", "C", "C", "C", "C", "C", "C", "H", "H", "H", "H", "H", "H", "H", "H", "H", "H", "H", "H", "H", "H", "Se", "N", "C", "C", "C", "C", "N", "C", "N", "H", "H", "H", "Br"],
  "xyz": [[0.0106, 0.3947, -0.3121], [3.6138, 0.9787, 2.0393], [2.3057, 1.1381, 1.5345], [1.1223, 2.0673, 2.2660], [2.0766, 3.5345, 2.9884], [0.6107, 1.1818, 3.8520], [-0.1917, 2.2863, 0.9578], [0.1692, 3.8559, -0.0515], [-1.0940, 4.3985, -1.3621], [0.2728, 5.4628, 0.9810], [1.8493, 3.7813, -0.8964], [-1.9030, 2.4122, 1.7274], [-3.2765, 2.4761, 0.4304], [-2.4525, 1.1212, 3.0091], [-2.0934, 3.9948, 2.7594], [4.1704, 1.9216, 2.0170], [4.1370, 0.2583, 1.4084], [3.6091, 0.6039, 3.0727], [2.8506, 3.1481, 3.6599], [1.4268, 4.1809, 3.5838], [2.5622, 4.1488, 2.2246], [1.5038, 0.8634, 4.4002], [-0.0025, 0.2978, 3.6736], [0.0439, 1.8574, 4.5027], [-1.4648, 5.4026, -1.1264], [-1.9464, 3.7286, -1.4540], [-0.6181, 4.4293, -2.3456], [-0.6906, 5.9777, 1.0003], [0.9925, 6.1393, 0.5043], [0.5840, 5.3195, 2.0117], [1.9648, 2.8776, -1.4943], [2.6664, 3.7988, -0.1645], [1.9653, 4.6471, -1.5583], [-3.0647, 1.8031, -0.4045], [-3.3862, 3.4844, 0.0227], [-4.2361, 2.1865, 0.8717], [-2.0353, 0.1261, 2.8634], [-3.5410, 1.0265, 2.9645], [-2.1860, 1.4356, 4.0214], [-2.1077, 4.8997, 2.1504], [-1.2692, 4.0878, 3.4776], [-3.0285, 3.9553, 3.3304], [2.2763, 0.2256, -1.2043], [2.2009, -0.5194, -2.7986], [3.1556, -0.1992, -3.7664], [3.1263, -0.8063, -5.0130], [2.1432, -1.7377, -5.3249], [1.1898, -2.0644, -4.3711], [1.2257, -1.4705, -3.1182], [-0.0240, -1.8034, -1.6852], [0.7692, -3.3928, -0.8802], [-0.0160, -4.3532, -0.2477], [0.5743, -5.4354, 0.3903], [1.9552, -5.5580, 0.4201], [2.7470, -4.5936, -0.1912], [2.1578, -3.5151, -0.8350], [-1.5274, -2.5913, -2.6379], [-2.6389, -1.7825, -2.8630], [-3.7464, -2.2844, -3.5330], [-3.7526, -3.5989, -3.9779], [-2.6441, -4.4074, -3.7628], [-1.5355, -3.9065, -3.0946], [3.9095, 0.5420, -3.5288], [3.8687, -0.5383, -5.7562], [2.1159, -2.1989, -6.3047], [0.4133, -2.7826, -4.6061], [-1.0955, -4.2632, -0.2602], [-0.0447, -6.1774, 0.8808], [2.4149, -6.4000, 0.9249], [3.8262, -4.6819, -0.1641], [2.7739, -2.7648, -1.3134], [-2.6245, -0.7547, -2.5202], [-4.6067, -1.6474, -3.7000], [-4.6213, -3.9938, -4.4915], [-2.6425, -5.4317, -4.1164], [-0.6711, -4.5373, -2.9336], [-3.6353, -1.2286, 0.6576], [-3.1434, -2.3755, 1.9551], [-1.8293, -2.2163, 2.1405], [-0.9848, -2.8686, 3.0527], [0.3781, -2.5525, 3.0383], [0.8915, -1.6107, 2.1641], [0.1041, -0.9290, 1.3110], [-1.2034, -1.2311, 1.2972], [-1.9621, -0.5748, 0.4309], [-1.3814, -3.6089, 3.7365], [1.0575, -3.0533, 3.7150], [1.9427, -1.3557, 2.1448], [-0.8060, 1.3393, -2.3967]],
  "forces_ev_per_angstrom": [[-0.2, 0.1, 0.1], [-0.2, 0.0, -0.1], [0.3, 0.0, 0.1], [0.0, -0.1, -0.1], [-0.1, 0.2, -0.2], [-0.2, -0.1, -0.1], [0.2, -0.1, 0.2], [0.1, 0.2, -0.1], [-0.2, -0.1, 0.0], [0.0, 0.0, 0.1], [0.1, -0.1, 0.0], [-0.2, 0.0, 0.0], [0.0, 0.0, -0.1], [0.2, -0.1, 0.0], [0.0, 0.1, 0.0], [0.0, 0.0, 0.0], [0.0, 0.0, 0.0], [0.0, 0.0, 0.0], [0.0, 0.0, 0.0], [0.0, 0.0, 0.0], [0.0, 0.0, 0.1], [0.0, 0.1, 0.0], [0.1, 0.1, 0.1], [0.1, 0.0, 0.0], [0.1, -0.1, 0.0], [0.1, 0.1, 0.0], [0.0, 0.0, 0.1], [0.1, 0.0, 0.0], [0.0, -0.1, 0.0], [0.0, 0.1, 0.0], [0.0, 0.0, 0.0], [-0.1, 0.0, -0.1], [0.0, 0.0, 0.1], [0.0, 0.1, 0.0], [0.0, -0.1, 0.0], [0.1, 0.0, 0.0], [-0.1, 0.2, 0.2], [0.0, 0.1, 0.0], [0.0, 0.0, -0.1], [0.0, 0.0, 0.1], [-0.1, 0.0, 0.0], [0.1, 0.0, -0.1], [0.0, 0.0, 0.5], [-0.2, 0.0, 0.0], [0.0, 0.0, 0.0], [0.0, 0.0, 0.0], [0.0, 0.0, 0.0], [0.0, 0.0, 0.1], [0.0, 0.1, 0.0], [0.2, -0.3, -0.4], [0.1, 0.0, 0.1], [0.0, 0.1, 0.0], [0.0, 0.0, 0.1], [0.0, 0.0, 0.0], [-0.1, 0.0, 0.0], [-0.1, 0.0, -0.1], [-0.2, 0.2, 0.1], [0.0, 0.0, 0.0], [0.0, 0.0, 0.0], [0.0, 0.0, 0.0], [0.0, 0.0, 0.0], [0.0, 0.1, 0.0], [0.0, 0.0, 0.0], [0.0, 0.0, 0.0], [0.0, 0.0, 0.0], [0.0, 0.0, 0.0], [-0.1, 0.0, 0.0], [0.0, 0.0, 0.0], [0.0, 0.0, 0.0], [0.0, 0.0, 0.0], [0.0, 0.0, 0.0], [0.0, 0.0, 0.0], [0.0, 0.0, 0.0], [0.0, 0.0, 0.0], [0.0, 0.0, 0.0], [0.0, -0.1, 0.0], [-0.2, 0.0, -0.1], [0.0, -0.1, 0.0], [0.1, 0.0, 0.0], [0.1, 0.0, 0.0], [-0.1, -0.1, 0.0], [0.0, 0.1, -0.1], [0.1, -0.2, 0.1], [0.0, -0.1, 0.0], [0.2, 0.1, 0.0], [0.0, 0.0, 0.0], [0.0, 0.0, 0.0], [0.0, 0.0, 0.0], [-0.1, 0.1, -0.3]],
  "lowdin_charge": [0.0754, -0.1653, -0.3847, 0.3106, -0.1684, -0.1514, -0.4896, 0.3801, -0.2410, -0.1952, -0.1951, 0.3944, -0.2000, -0.1863, -0.1811, 0.0793, 0.0714, 0.0791, 0.0294, 0.0241, 0.0274, 0.0350, 0.0069, 0.0330, 0.0235, -0.0402, 0.0146, 0.0085, 0.0321, -0.0084, -0.0308, 0.0253, 0.0308, -0.0123, 0.0191, 0.0225, -0.0063, 0.0260, 0.0269, 0.0087, 0.0253, 0.0302, 0.6508, -0.6896, -0.1143, -0.0997, -0.1038, -0.0908, -0.4146, 1.2791, -0.3400, -0.1169, -0.0904, -0.1005, -0.0850, -0.0923, -0.3486, -0.1393, -0.0832, -0.0963, -0.0904, -0.1204, 0.0974, 0.0951, 0.0920, 0.0920, 0.1069, 0.1009, 0.0951, 0.0988, 0.0873, 0.0302, 0.1031, 0.0964, 0.0978, 0.1021, 1.0402, -0.2522, -0.4309, -0.0183, -0.0799, -0.1378, -0.0219, -0.5778, -0.3222, 0.1047, 0.0978, 0.1146, 0.2914],
  "s_squared": 6.122,
  "e_tot_ha": -11046.02136,
  "orbital_gap_ev": [6.02, 6.85],
  "total_charge": -1,
  "lumo_ev": [2.23, 1.84],
  "homo_energy_ha": [-0.1391, -0.1841],
  "spin_multiplicity": 5
}

=====

Calculated energy above the lowest of the compared OMol25 structures with the same formula, charge and spin (eV), listed in the same order as above: 4.2579, 0.1321